Arrangement 1

{"formula": "H14O7", "method": "wB97M-V/def2-TZVPD", "charge": 0, "lumo_ev": 0.085, "orbital_gap_ev": 10.48, "symbols": ["O", "O", "O", "O", "O", "O", "O", "H", "H", "H", "H", "H", "H", "H", "H", "H", "H", "H", "H", "H", "H"], "coordinates": [[1.331, 1.372, 2.201], [4.786, 1.659, -1.826], [-1.214, -1.771, -2.364], [0.259, -1.572, 2.519], [-2.221, -0.166, 1.043], [-3.301, -0.583, -2.280], [0.175, 1.475, 0.504], [4.362, 1.093, -1.171], [-1.702, 0.327, 1.689], [1.259, 0.875, 3.024], [-2.975, -1.074, -3.043], [-0.751, 1.210, 0.463], [5.702, 1.714, -1.532], [0.370, 1.786, -0.387], [-1.657, -2.022, -1.546], [-3.250, -1.215, -1.555], [-0.937, -2.611, -2.747], [-2.011, -1.088, 1.227], [0.543, -2.070, 3.294], [0.981, -0.953, 2.360], [1.555, 0.705, 1.543]]}

=====

Arrangement 2

{"formula": "H14O7", "method": "wB97M-V/def2-TZVPD", "charge": 0, "lumo_ev": 0.255, "orbital_gap_ev": 11.69, "symbols": ["O", "O", "O", "O", "O", "O", "O", "H", "H", "H", "H", "H", "H", "H", "H", "H", "H", "H", "H", "H", "H"], "coordinates": [[5.375, 0.352, -0.825], [-0.072, -0.427, 1.428], [-4.208, 1.876, -4.632], [2.533, 3.606, 3.544], [3.980, -5.051, 2.125], [-5.680, 1.653, 1.491], [-2.447, -1.519, -2.301], [2.667, 4.541, 3.698], [5.798, 1.186, -1.033], [-1.771, -1.912, -2.854], [-4.490, 2.542, -4.005], [2.009, 3.567, 2.744], [-3.201, -2.100, -2.395], [-4.859, 1.214, 1.268], [-3.822, 1.187, -4.092], [-0.382, -0.644, 0.549], [3.325, -5.427, 1.537], [0.787, -0.846, 1.490], [-6.302, 1.346, 0.831], [5.964, -0.064, -0.195], [4.797, -5.081, 1.626]]}

=====

So which one is most stable? That would be arrangement 2, about 1.423 eV below the next structure.

=====

Arrangement 1

{"formula": "H14O7", "method": "wB97M-V/def2-TZVPD", "charge": 0, "lumo_ev": -0.498, "orbital_gap_ev": 9.99, "symbols": ["O", "O", "O", "O", "O", "O", "O", "H", "H", "H", "H", "H", "H", "H", "H", "H", "H", "H", "H", "H", "H"], "coordinates": [[26.010, 42.071, 8.688], [28.069, 41.257, 7.019], [29.283, 42.291, 4.468], [26.594, 42.431, 5.196], [25.244, 39.815, 6.449], [27.134, 38.027, 5.692], [26.938, 44.119, 7.250], [29.359, 41.383, 4.680], [27.720, 44.450, 7.599], [24.794, 40.331, 5.649], [25.929, 43.150, 4.665], [26.027, 43.014, 8.288], [26.260, 44.795, 7.122], [27.886, 38.095, 6.385], [25.582, 40.645, 6.935], [26.372, 38.421, 6.034], [27.529, 41.070, 6.182], [26.834, 41.596, 8.262], [26.655, 42.754, 6.163], [28.458, 42.706, 4.924], [28.874, 41.835, 7.244]]}

=====

Arrangement 2

{"formula": "H14O7", "method": "wB97M-V/def2-TZVPD", "charge": 0, "lumo_ev": 0.257, "orbital_gap_ev": 11.52, "symbols": ["O", "O", "O", "O", "O", "O", "O", "H", "H", "H", "H", "H", "H", "H", "H", "H", "H", "H", "H", "H", "H"], "coordinates": [[-1.096, 3.535, 20.344], [2.815, 6.926, 20.707], [0.845, 2.448, 15.857], [-2.956, 1.914, 13.287], [-0.746, -2.528, 16.205], [3.874, -0.187, 12.553], [2.786, 7.179, 15.383], [-0.333, 4.058, 20.589], [-2.710, 2.042, 12.371], [2.610, 7.043, 19.780], [1.531, 2.029, 15.337], [2.410, 7.677, 21.140], [1.141, 3.353, 15.959], [3.672, 6.992, 15.073], [-2.130, 1.970, 13.768], [3.964, -0.160, 11.601], [-0.812, 3.041, 19.574], [-0.971, -3.089, 15.463], [2.387, 7.690, 14.678], [-0.254, -1.803, 15.819], [4.660, -0.644, 12.855]]}

=====

Arrangement 3

{"formula": "H14O7", "method": "wB97M-V/def2-TZVPD", "charge": 0, "lumo_ev": 0.225, "orbital_gap_ev": 10.35, "symbols": ["O", "O", "O", "O", "O", "O", "O", "H", "H", "H", "H", "H", "H", "H", "H", "H", "H", "H", "H", "H", "H"], "coordinates": [[1.145, -1.771, -1.100], [-1.329, -0.961, -1.626], [1.565, 2.678, -0.646], [0.561, 0.158, 0.819], [-2.442, -0.884, 1.188], [2.279, -2.395, 1.957], [-1.513, 2.951, -0.792], [1.188, 2.029, -1.186], [2.407, 2.838, -1.101], [1.619, -3.045, 2.225], [2.047, -1.497, 2.283], [-1.658, -0.938, -0.731], [1.800, -1.425, -1.724], [-0.008, -0.196, 1.529], [0.071, 1.002, 0.776], [1.084, -1.071, -0.396], [-3.008, -0.091, 1.165], [-0.672, 3.300, -0.899], [-2.900, -1.655, 1.446], [-1.697, 2.506, -1.557], [-0.538, -1.523, -1.628]]}

=====

Arrangement 4

{"formula": "H14O7", "method": "wB97M-V/def2-TZVPD", "charge": 0, "lumo_ev": 0.059, "orbital_gap_ev": 10.64, "symbols": ["O", "O", "O", "O", "O", "O", "O", "H", "H", "H", "H", "H", "H", "H", "H", "H", "H", "H", "H", "H", "H"], "coordinates": [[0.060, 0.596, 0.801], [0.013, 1.850, -1.727], [-2.584, 0.341, -0.141], [-1.298, -0.113, 3.079], [1.179, -1.952, 1.051], [0.381, -0.699, -1.772], [2.959, 0.142, -0.892], [-0.763, -0.671, 3.712], [-2.913, 0.604, 0.745], [3.487, -0.289, -0.286], [-0.753, 0.299, 0.371], [0.747, 2.016, -2.302], [-0.688, 0.172, 2.468], [0.564, -2.495, 1.529], [-0.758, 1.579, -2.257], [0.460, 1.203, 0.207], [0.345, 0.274, -1.809], [0.873, -1.082, 0.879], [-3.205, -0.320, -0.395], [2.318, -0.522, -1.133], [-0.428, -0.930, -2.119]]}

=====

So which one is most stable? That would be arrangement 4, about 0.070 eV below the next structure.

=====

Arrangement 1

{"formula": "H14O7", "method": "wB97M-V/def2-TZVPD", "charge": 0, "lumo_ev": 0.364, "orbital_gap_ev": 11.19, "symbols": ["O", "O", "O", "O", "O", "O", "O", "H", "H", "H", "H", "H", "H", "H", "H", "H", "H", "H", "H", "H", "H"], "coordinates": [[-1.639, -2.468, -0.857], [2.156, -1.685, -1.563], [0.476, 3.695, 0.570], [-0.384, 1.571, -1.002], [-2.687, -0.158, -0.157], [0.534, -0.662, 0.282], [1.326, -0.106, 2.916], [-0.083, 1.902, -1.860], [-2.394, -0.960, -0.323], [-1.347, 1.399, -1.180], [1.725, 0.765, 2.957], [1.082, 4.146, -0.158], [0.322, 0.094, -0.268], [-0.892, -1.897, -0.450], [1.934, -1.430, -0.748], [2.149, -2.590, -1.727], [0.880, -0.279, 1.087], [-3.505, -0.165, -0.730], [1.939, -0.974, 3.047], [-1.952, -3.122, 0.016], [0.361, 2.924, 0.148]]}

=====

Arrangement 2

{"formula": "H14O7", "method": "wB97M-V/def2-TZVPD", "charge": 0, "lumo_ev": -0.090, "orbital_gap_ev": 10.17, "symbols": ["O", "O", "O", "O", "O", "O", "O", "H", "H", "H", "H", "H", "H", "H", "H", "H", "H", "H", "H", "H", "H"], "coordinates": [[13.017, 12.808, 23.602], [16.271, 13.622, 23.126], [16.934, 10.356, 21.843], [14.991, 9.025, 27.079], [15.938, 11.808, 25.054], [14.644, 9.777, 24.018], [18.319, 10.090, 24.171], [19.046, 9.615, 23.810], [13.762, 12.433, 23.144], [17.159, 9.482, 21.528], [15.829, 12.890, 22.670], [15.089, 10.496, 24.510], [16.812, 11.548, 25.271], [15.986, 12.504, 24.380], [15.358, 9.282, 23.641], [12.257, 12.286, 23.329], [17.415, 10.517, 22.685], [17.905, 9.305, 24.613], [17.214, 13.567, 22.902], [14.269, 8.790, 27.630], [14.773, 9.919, 26.913]]}

=====

So which one is most stable? That would be arrangement 2, about 1.260 eV below the next structure.

=====

Arrangement 1

{"formula": "C5H30N2O9", "method": "wB97M-V/def2-TZVPD", "charge": 1, "spin_multiplicity": 2, "lumo_ev": [-3.133, -8.189], "orbital_gap_ev": [10.83, 5.72], "symbols": ["O", "O", "O", "O", "O", "O", "O", "O", "O", "N", "N", "C", "C", "C", "C", "C", "H", "H", "H", "H", "H", "H", "H", "H", "H", "H", "H", "H", "H", "H", "H", "H", "H", "H", "H", "H", "H", "H", "H", "H", "H", "H", "H", "H", "H", "H"], "coordinates": [[1.667, -0.133, -1.046], [2.420, 2.003, 2.012], [2.508, -3.387, -1.641], [3.832, 1.051, 0.041], [-1.448, 1.033, -4.386], [-0.868, 2.907, 1.835], [-1.997, -2.351, 2.808], [-0.554, 3.930, -0.323], [2.117, -2.486, 2.694], [-3.059, 1.147, 0.591], [-0.580, 0.691, -1.034], [-2.852, -0.106, -0.222], [-0.957, -2.944, -0.198], [0.623, 0.451, -1.794], [-1.371, -0.462, -0.665], [-0.733, -1.596, 0.323], [1.584, -3.157, 2.274], [0.888, 1.378, -2.192], [-3.287, -0.853, 0.531], [2.557, -2.652, -2.280], [2.940, -2.992, -0.918], [0.273, 3.502, -0.191], [-1.571, -0.935, -1.790], [3.514, 2.037, -0.133], [-0.737, 0.464, -4.507], [-0.789, 1.508, -0.372], [-2.381, 1.107, 1.371], [-0.928, -3.636, 0.637], [3.062, 1.344, 1.659], [0.409, -1.526, 0.409], [-0.774, 3.884, 1.855], [1.735, -0.165, -0.100], [-2.713, -2.972, 2.804], [1.883, -2.145, 3.556], [1.550, 1.547, 1.541], [-2.850, 1.937, -0.046], [0.500, -0.320, -2.633], [-1.864, -3.230, -0.744], [-1.719, 0.998, -3.347], [-2.050, -2.189, 3.767], [-1.388, 2.553, 2.541], [3.555, 0.618, -0.781], [-3.444, -0.013, -1.190], [-0.858, -1.515, 1.395], [-1.106, 3.303, 0.272], [-0.197, -3.345, -0.896]]}

=====

Arrangement 2

{"formula": "C5H30N2O9", "method": "wB97M-V/def2-TZVPD", "charge": 1, "spin_multiplicity": 2, "lumo_ev": [-3.773, -7.436], "orbital_gap_ev": [8.72, 4.99], "symbols": ["O", "O", "O", "O", "O", "O", "O", "O", "O", "N", "N", "C", "C", "C", "C", "C", "H", "H", "H", "H", "H", "H", "H", "H", "H", "H", "H", "H", "H", "H", "H", "H", "H", "H", "H", "H", "H", "H", "H", "H", "H", "H", "H", "H", "H", "H"], "coordinates": [[2.727, -1.914, 1.088], [-2.636, -1.182, -0.308], [0.656, 0.366, -3.964], [-2.414, 0.839, -2.435], [-0.375, -2.361, 0.370], [-1.977, -0.511, 2.737], [-0.985, -3.839, -2.013], [-1.082, -1.519, -3.187], [3.217, 0.449, -0.613], [-0.915, 1.571, 0.145], [1.265, -0.057, 3.876], [0.452, 2.051, 0.306], [0.608, 2.875, 1.592], [0.835, 2.884, -0.974], [0.532, 1.946, 2.724], [1.362, 0.885, 2.930], [-2.974, 1.132, -3.158], [-0.579, -3.306, -1.302], [2.116, -0.527, 4.171], [2.855, -0.408, -0.314], [2.163, 0.688, 2.185], [-1.913, 0.048, -2.684], [-2.766, -0.617, 0.469], [0.708, 0.108, 4.713], [-0.082, 3.694, 1.740], [1.612, 3.349, 1.487], [0.248, 0.712, -3.161], [-1.902, -3.790, -1.710], [-1.162, -1.759, 0.146], [-2.674, -0.525, -1.033], [0.109, 3.321, -1.645], [1.081, 1.158, 0.167], [-1.635, 0.380, 2.633], [-0.627, -2.851, 1.158], [-1.347, -1.017, 3.254], [-0.452, -2.211, -2.921], [1.800, -1.908, 0.825], [0.158, -0.479, -3.993], [2.628, 0.719, -1.331], [-1.638, 2.094, 0.612], [1.168, 2.136, -1.719], [-0.335, 1.951, 3.401], [1.684, 3.519, -0.744], [-1.166, 1.222, -0.768], [3.016, -1.865, 1.992], [-1.846, -2.110, -3.131]]}

=====

So which one is most stable? That would be arrangement 2, about 4.319 eV below the next structure.